The following is a quantum chemistry calculation of one molecule with the formula C22H32N4O, from the Open Molecules 2025 dataset.

The geometry in XYZ format:
```
59
Properties=species:S:1:pos:R:3:forces:R:3:mulliken_charge:R:1
C 4.583573 0.155886 0.081171 -0.048 -0.040 -0.009 -1.234
C 3.703922 -0.974159 0.484220 -0.107 -0.285 0.058 0.728
N 2.408888 -0.805047 0.698611 0.002 0.704 -0.084 -0.200
N 1.925673 -1.994392 1.055353 0.489 -0.301 0.191 0.364
C 2.885703 -2.940244 1.055439 0.194 0.061 -0.020 -0.046
C 4.058100 -2.318709 0.697278 -0.154 -0.070 0.022 -1.261
H 5.030340 -2.757343 0.604469 0.181 -0.142 0.001 0.434
H 2.668141 -3.959146 1.303504 -0.084 -0.217 0.052 0.443
C 0.518964 -2.180051 1.278273 -0.469 -0.239 -0.215 -0.695
H 0.368865 -2.942353 2.046075 -0.008 0.119 -0.132 0.440
H 0.089369 -1.227253 1.594274 0.095 -0.093 0.033 -0.079
C -0.132588 -2.665994 -0.030043 0.154 0.399 0.572 0.763
O -0.369670 -3.839009 -0.230803 -0.076 -0.446 -0.026 -0.701
N -0.346301 -1.686429 -0.919294 -0.108 0.343 -0.284 0.301
C -0.841895 -1.981118 -2.250671 -0.039 -0.231 -0.262 0.078
C -2.366411 -2.151773 -2.251194 0.102 0.110 0.156 -1.243
C -3.059038 -0.801266 -2.117361 0.048 -0.064 -0.268 -0.099
C -2.596625 0.102812 -3.264892 -0.158 -0.014 0.150 -1.044
N -1.169644 0.316275 -3.285722 0.061 0.092 0.071 0.409
C -0.408922 -0.909116 -3.268800 0.037 -0.295 -0.028 -1.522
H 0.646627 -0.672909 -3.120430 0.035 -0.027 -0.057 0.400
H -0.514761 -1.365319 -4.263601 0.081 -0.087 0.075 0.487
C -0.646354 1.501222 -2.639951 -0.052 0.032 -0.110 -1.943
C -0.766993 1.604740 -1.134910 0.142 0.097 -0.002 2.110
C -1.959295 1.991570 -0.532391 0.053 0.058 0.012 -0.802
C -2.067062 2.067570 0.843796 -0.023 -0.033 -0.081 -0.302
C -0.981167 1.781814 1.664628 0.011 -0.145 0.034 0.418
C 0.213525 1.408427 1.063209 -0.083 0.045 0.038 -0.114
C 0.318770 1.318592 -0.314905 -0.064 0.360 -0.100 -1.157
H 1.270073 1.036773 -0.744417 0.063 -0.072 -0.069 0.023
H 1.079062 1.172814 1.663598 0.059 -0.043 0.082 0.791
C -1.088743 1.899061 3.156778 0.033 0.194 0.148 -1.841
H -2.111696 1.671880 3.466349 0.010 -0.069 0.030 0.506
H -0.422507 1.171228 3.626212 -0.047 -0.057 0.024 0.381
C -0.721260 3.300318 3.687779 0.016 0.028 -0.064 0.701
C 0.728133 3.656307 3.370555 -0.213 -0.025 0.168 -1.376
H 1.406399 2.902679 3.764536 0.149 -0.074 0.011 0.318
H 0.985867 4.614042 3.817479 0.066 0.101 0.019 0.481
H 0.876807 3.729108 2.295662 0.071 0.030 -0.109 0.206
C -1.661225 4.370943 3.141380 0.130 -0.135 0.195 -1.504
H -1.425377 5.337657 3.580903 -0.004 0.121 0.012 0.447
H -2.696475 4.133534 3.377040 -0.160 0.020 -0.017 0.339
H -1.559928 4.452506 2.061476 -0.022 0.058 -0.116 0.301
H -0.836400 3.266103 4.777812 0.001 -0.023 -0.065 0.369
H -3.008884 2.357992 1.286866 -0.102 0.031 0.072 0.470
H -2.812399 2.244530 -1.145746 -0.104 0.007 -0.086 0.387
H 0.409753 1.575319 -2.916821 -0.051 0.080 0.022 0.408
H -1.168283 2.354237 -3.089928 0.112 0.010 0.047 0.440
H -3.094975 1.072496 -3.222579 -0.020 0.025 -0.077 0.382
H -2.872115 -0.375806 -4.214719 -0.123 0.026 0.010 0.428
H -2.805915 -0.348005 -1.157393 -0.066 -0.006 0.008 0.025
H -4.141906 -0.927615 -2.161400 -0.058 0.018 0.056 0.411
H -2.645971 -2.821414 -1.436823 0.019 -0.075 -0.072 0.490
H -2.662239 -2.620477 -3.192059 -0.041 -0.072 -0.058 0.410
H -0.390345 -2.939878 -2.536585 -0.035 0.193 -0.015 0.491
H -0.132857 -0.725706 -0.681223 -0.009 -0.224 0.112 -0.328
H 4.983426 -0.011837 -0.918623 0.045 0.068 -0.036 0.273
H 5.422707 0.247158 0.769158 0.051 0.078 -0.003 0.365
H 4.016179 1.082715 0.086207 0.017 0.097 -0.016 0.272
```
Positions in Å, forces in eV/Å.

As for the HOMO-LUMO gap: 8.809 eV. The calculation puts the total energy at -31342.072 eV. The HOMO energy comes out at -8.0 eV. The SMILES is Cc1ccn(CC(=O)N[C@H]2CCCN(Cc3ccc(CC(C)C)cc3)C2)n1. The max |F| is 0.01388 hartree/bohr.